# C3H8N2

A 2-piece molecular cluster, C3H8N2 overall in a non-equilibrium geometry (the ωB97M-V functional and the def2-TZVPD basis, the Open Molecules 2025 dataset).

Geometry as XYZ:
```
13
Properties=species:S:1:pos:R:3:forces:R:3
C -1.731 0.969 -0.916 -0.572 2.184 -0.711
C 1.686 0.297 0.255 0.888 -1.139 1.642
C -1.350 -0.953 0.494 -1.704 -3.296 2.332
N 2.909 0.429 0.215 5.435 2.215 -2.063
N -1.420 0.171 -0.196 -0.690 1.256 -2.080
H -2.094 1.839 -1.425 0.026 0.224 -0.508
H 1.666 -0.703 0.818 -2.734 1.516 -0.594
H 1.482 1.311 -0.075 -3.320 -0.436 -0.394
H -0.714 -1.678 0.074 1.713 -0.579 0.095
H -2.282 -1.518 0.437 -0.635 0.346 -0.577
H -1.420 -0.696 1.522 1.206 -0.212 1.350
H 3.432 1.155 -0.323 -0.843 0.018 0.611
H 3.585 -0.120 0.651 1.232 -2.097 0.899
```
Forces are in eV/Å.

Summary:
LUMO: -9.33 eV
DFT total energy: -6198.422 eV
F_max: 6.221 eV Å⁻¹
Total charge: +2

Mulliken charges, unit e, in atom order: number 1, C, carries 0.042; number 2, C, carries -0.159; number 3, C, carries -0.904; number 4, N, carries -0.097; number 5, N, carries 0.189; number 6, H, carries 0.443; number 7, H, carries 0.357; number 8, H, carries 0.346; number 9, H, carries 0.410; number 10, H, carries 0.434; number 11, H, carries 0.395; number 12, H, carries 0.288; number 13, H, carries 0.255